{"formula": "C16H22FeNO5", "method": "the ωB97M-V functional and the def2-TZVPD basis", "orbital_gap_ev": [6.214, 6.466], "s2": 6.043, "multiplicity": 5, "charge": 1, "e_lumo_ev": [-2.88, -4.97], "symbols": ["C", "O", "C", "C", "C", "C", "C", "C", "Fe", "C", "O", "C", "O", "C", "O", "H", "H", "H", "H", "H", "H", "H", "H", "H", "C", "O", "C", "C", "C", "C", "C", "N", "H", "H", "H", "H", "H", "H", "H", "H", "H", "H", "H", "H", "H"], "positions_angstrom": [[-1.67564, 2.09368, 0.64087], [-0.33084, 2.11980, 0.09816], [0.69953, 1.45805, 0.78985], [1.68893, 0.84684, -0.09114], [1.85961, -0.49490, -0.10081], [1.02809, -1.38246, 0.84024], [0.46894, -0.61565, 2.05188], [0.35210, 0.72288, 2.00145], [1.63998, 3.57811, 1.22416], [2.97403, 4.34922, 0.46219], [3.87717, 4.98388, 0.03633], [2.28486, 3.91039, 2.81223], [2.71571, 4.26242, 3.81009], [0.90881, 5.13135, 1.36809], [0.53505, 6.22625, 1.51325], [-2.24235, 2.77092, -0.00038], [-2.08560, 1.07201, 0.55390], [-1.71260, 2.45265, 1.68149], [2.10977, 1.46264, -0.89047], [0.70197, -2.52220, 0.55650], [2.60236, -0.97732, -0.73569], [1.89895, -1.94970, 1.36488], [0.21216, -1.17828, 2.95210], [-0.19218, 1.26088, 2.78645], [-1.35013, 0.79937, -2.62419], [-0.83436, -0.19262, -1.73832], [-0.71836, -1.47588, -2.33210], [0.05870, -2.39041, -1.36811], [-0.60328, -3.77780, -1.26955], [-1.57489, -3.73662, -0.07653], [-1.33576, -2.43283, 0.69471], [-0.11207, -1.78995, 0.04838], [-1.45102, 1.71494, -2.04102], [-0.65827, 0.96824, -3.46367], [-2.32352, 0.49173, -3.03987], [-1.70917, -1.84522, -2.60832], [-0.13794, -1.37551, -3.26194], [1.11356, -2.40061, -1.61220], [-1.11209, -4.09479, -2.18064], [0.17156, -4.53615, -1.10633], [-2.60504, -3.86093, -0.40693], [-1.40986, -4.59919, 0.58259], [-2.15767, -1.72156, 0.46809], [-1.22849, -2.54184, 1.76851], [-0.34073, -0.78386, -0.15817]], "lowdin_charge": [-0.03, -0.14, -0.31, 0.00, 0.01, -0.34, 0.01, -0.02, 0.24, -0.19, 0.10, -0.20, 0.15, -0.22, 0.12, 0.10, 0.10, 0.10, 0.14, 0.12, 0.13, 0.18, 0.13, 0.13, -0.04, -0.24, -0.13, -0.14, -0.11, -0.13, -0.04, -0.13, 0.08, 0.11, 0.11, 0.14, 0.15, 0.15, 0.13, 0.12, 0.12, 0.12, 0.15, 0.13, 0.14]}


{"formula": "C29H48BrCl2F13N4O10P3S4", "method": "the ωB97M-V functional and the def2-TZVPD basis", "orbital_gap_ev": 7.678, "charge": 1, "e_lumo_ev": -3.51, "symbols": ["C", "C", "C", "C", "C", "C", "P", "O", "O", "S", "C", "P", "S", "N", "C", "C", "O", "C", "N", "C", "N", "P", "O", "Br", "N", "C", "C", "C", "C", "F", "F", "C", "F", "F", "C", "F", "F", "C", "F", "F", "C", "F", "F", "C", "F", "F", "F", "C", "Cl", "C", "C", "Cl", "H", "H", "H", "H", "H", "H", "H", "H", "H", "H", "H", "H", "H", "H", "H", "H", "H", "H", "H", "H", "H", "H", "H", "H", "H", "H", "H", "H", "H", "H", "H", "H", "O", "S", "O", "O", "C", "C", "C", "H", "H", "H", "H", "H", "H", "H", "H", "O", "S", "O", "O", "C", "C", "C", "H", "H", "H", "H", "H", "H", "H", "H"], "positions_angstrom": [[2.72358, -3.28856, 6.84031], [2.08677, -3.90725, 5.98819], [1.43746, -4.67514, 4.95438], [1.07753, -3.78787, 3.72326], [2.28658, -3.80869, 2.76840], [2.58298, -2.56668, 1.89252], [3.23004, -1.25762, 3.07620], [3.50817, 0.10335, 2.21449], [2.17593, -0.81880, 4.18261], [4.85958, -1.81886, 3.92602], [3.84139, -2.82044, 0.94644], [4.78701, -4.41313, 1.20031], [6.61981, -4.07888, 0.60116], [3.57887, -2.51491, -0.47339], [3.70166, -3.53701, -1.51331], [3.42037, -3.22977, -2.99526], [2.53800, -2.16442, -3.28365], [4.77528, -3.01417, -3.80634], [4.74376, -1.99585, -4.81659], [2.98950, -1.29583, -0.57455], [3.57803, -0.25727, -1.15470], [5.19899, -0.29361, -1.86563], [6.07573, 0.27342, -0.62101], [5.14515, 1.43390, -3.26354], [1.80160, -1.08354, 0.00176], [1.35580, -2.09242, 1.03191], [0.34284, -1.26091, 1.83136], [-0.83637, -0.75387, 0.95174], [-1.59853, 0.28191, 1.76406], [-1.79894, -0.15805, 3.01208], [-2.82181, 0.41181, 1.22281], [-0.85727, 1.65228, 1.85916], [0.21034, 1.71714, 1.04660], [-0.35845, 1.74515, 3.09869], [-1.74484, 2.90883, 1.66986], [-1.00687, 3.96006, 2.03244], [-2.73844, 2.82999, 2.53845], [-2.30492, 3.11345, 0.22673], [-1.82458, 2.22265, -0.63608], [-3.61788, 2.88928, 0.28916], [-2.17696, 4.56174, -0.31861], [-2.73958, 5.41653, 0.49789], [-2.91069, 4.57276, -1.43771], [-0.72643, 4.98370, -0.72172], [-0.37451, 5.99369, 0.06874], [0.17030, 4.03997, -0.53743], [-0.67442, 5.40636, -1.94409], [0.67523, -3.28548, 0.22966], [0.14570, -2.76507, -1.41646], [-0.53714, -3.98144, 0.92374], [-1.81696, -4.14451, 0.10128], [-0.01890, -5.69834, 1.23392], [3.34462, -2.87131, 7.58481], [2.08202, -5.48106, 4.61055], [0.53653, -5.14453, 5.33911], [0.17322, -4.23172, 3.32747], [0.82688, -2.81660, 4.13693], [3.13307, -3.90489, 3.43921], [2.16876, -4.70191, 2.15664], [4.15464, -0.07867, 1.52143], [1.81696, 0.07406, 4.07299], [4.61848, -2.10634, 1.21186], [4.85058, -4.77381, 2.55026], [4.22691, -5.46724, 0.45590], [4.72074, -3.92855, -1.52201], [3.10595, -4.40874, -1.22518], [3.01530, -4.14172, -3.42698], [1.69519, -2.53996, -3.54026], [4.99820, -3.94897, -4.31447], [5.59595, -2.84308, -3.11806], [4.11235, -2.20867, -5.57068], [4.59368, -1.07087, -4.45321], [3.06453, 0.61815, -1.17622], [5.72115, 1.10424, -0.26862], [1.78683, -0.14821, 0.40482], [0.81273, -0.35845, 2.20076], [-0.13540, -1.81945, 2.62041], [-0.51497, -0.24827, 0.04946], [-1.54534, -1.55513, 0.79148], [1.43005, -4.03793, 0.04496], [-0.84906, -3.53319, 1.85646], [-2.30278, -3.20274, -0.12465], [-2.49683, -4.67585, 0.76454], [-1.67889, -4.79287, -0.75200], [-5.24872, -3.78446, 0.95960], [-6.18451, -3.71013, -0.12511], [-5.74146, -3.82152, -1.47964], [-7.04573, -2.38381, 0.03449], [-6.34875, -1.12503, 0.13338], [-5.77173, -0.67014, -1.19363], [-7.48583, -4.86259, 0.14108], [-5.57612, -1.18880, 0.90233], [-7.08824, -0.40482, 0.47679], [-4.98702, -1.34328, -1.53798], [-5.34242, 0.32796, -1.09621], [-6.54401, -0.65255, -1.96200], [-7.84568, -4.76395, 1.16140], [-7.07093, -5.85539, -0.01945], [-8.27789, -4.66782, -0.57676], [-3.33463, 9.58898, -4.82251], [-2.01226, 10.04605, -4.53011], [-0.87554, 9.22186, -4.79903], [-1.96211, 10.51611, -3.00743], [-2.36985, 9.57261, -2.00068], [-1.33917, 8.48182, -1.77987], [-1.75508, 11.62524, -5.26199], [-3.34443, 9.15251, -2.25650], [-2.49764, 10.14770, -1.08560], [-1.22824, 7.86077, -2.66702], [-1.61438, 7.83059, -0.95268], [-0.36808, 8.93333, -1.57409], [-2.60279, 12.26517, -5.03401], [-1.67662, 11.46949, -6.33570], [-0.82977, 12.04455, -4.87638]], "lowdin_charge": [0.13, -0.14, -0.20, -0.20, -0.23, -0.35, 0.28, -0.19, -0.17, 0.43, -0.40, 0.44, 0.17, -0.04, -0.14, -0.33, -0.08, -0.25, 0.01, -0.41, -0.06, 0.59, -0.33, 0.39, 0.12, -0.32, -0.10, -0.04, -0.45, 0.15, 0.14, -0.35, 0.14, 0.16, -0.37, 0.18, 0.20, -0.36, 0.18, 0.17, -0.37, 0.21, 0.17, -0.59, 0.17, 0.19, 0.23, -0.52, 0.81, -0.67, -0.18, 0.71, 0.03, 0.12, 0.12, 0.06, 0.10, 0.05, 0.07, 0.04, 0.10, 0.04, 0.00, 0.00, 0.07, 0.10, 0.14, 0.06, 0.12, 0.07, 0.08, -0.02, 0.12, 0.06, 0.13, 0.09, 0.11, 0.12, 0.11, 0.05, 0.08, 0.06, 0.08, 0.07, -0.29, 0.57, -0.28, -0.26, -0.25, -0.07, -0.12, 0.11, 0.12, 0.06, 0.07, 0.09, 0.08, 0.08, 0.08, -0.27, 0.57, -0.28, -0.26, -0.25, -0.08, -0.12, 0.12, 0.12, 0.06, 0.06, 0.09, 0.08, 0.08, 0.08]}


{"formula": "C6H8BrN", "method": "the ωB97M-V functional and the def2-TZVPD basis", "orbital_gap_ev": 9.503, "e_lumo_ev": 0.71, "symbols": ["C", "C", "C", "C", "C", "C", "N", "Br", "H", "H", "H", "H", "H", "H", "H", "H"], "positions_angstrom": [[-1.10429, 1.99140, 0.60135], [1.92102, 1.98542, -0.53910], [-0.87088, -1.38707, 0.28004], [-0.63349, 0.88554, 0.05258], [1.36800, 0.87497, -0.26474], [-0.78542, -2.71806, -0.37664], [-0.94484, -0.32672, -0.36865], [2.04954, -0.75803, 0.12090], [-2.16856, 2.11197, 1.00067], [-0.46360, 2.87690, 0.76573], [3.01100, 2.12045, -0.49340], [1.40529, 2.90840, -0.68334], [-0.60715, -1.28254, 1.34647], [0.18999, -3.08480, -0.29930], [-1.02511, -2.67393, -1.34591], [-1.34151, -3.52388, 0.20333]], "lowdin_charge": [0.00, -0.10, -0.28, -0.27, -0.69, -0.07, 0.01, 0.86, 0.08, 0.05, 0.07, 0.05, 0.12, 0.03, 0.04, 0.11]}


{"formula": "C10H15BF3N6O4", "method": "the ωB97M-V functional and the def2-TZVPD basis", "orbital_gap_ev": 9.689, "charge": 1, "smiles": "[H]/N=C(/C)Cn1c(B(O)O)nc(N(F)C(=O)NC(=O)F)[n+]1C[C@@H](C)F", "e_lumo_ev": -4.01, "symbols": ["H", "N", "C", "C", "C", "N", "C", "B", "O", "O", "N", "C", "N", "F", "C", "O", "N", "C", "O", "F", "N", "C", "C", "C", "F", "H", "H", "H", "H", "H", "H", "H", "H", "H", "H", "H", "H", "H", "H"], "positions_angstrom": [[2.52853, -1.69557, 0.64613], [3.47692, -1.30281, 0.55476], [3.37502, -0.03705, 0.49522], [4.71426, 0.75194, 0.37113], [2.03733, 0.75801, 0.57156], [0.86718, 0.01470, 0.09102], [0.73473, -0.44382, -1.17676], [1.73312, -0.29118, -2.43150], [2.44729, 0.91583, -2.63468], [1.90381, -1.28324, -3.35782], [-0.42764, -1.12537, -1.36708], [-1.05653, -1.03714, -0.14364], [-2.26012, -1.55913, 0.10202], [-2.89205, -1.46667, 1.29692], [-2.95412, -2.31111, -0.96087], [-2.62497, -3.42375, -1.14670], [-4.03088, -1.76563, -1.73493], [-4.81665, -0.80588, -1.03343], [-4.83945, 0.33479, -1.29735], [-5.61162, -1.26180, -0.03522], [-0.27373, -0.35329, 0.73221], [-0.49721, 0.01919, 2.13218], [-0.88732, 1.55578, 2.29590], [-1.97174, 1.90024, 1.20693], [-1.36309, 1.81880, 3.56685], [5.56595, 0.03610, 0.40869], [4.69488, 1.25597, -0.62939], [4.83360, 1.52300, 1.16342], [2.14419, 1.66531, -0.07518], [1.93163, 1.14384, 1.61131], [1.85603, 1.58363, -3.02714], [2.71306, -1.04129, -3.84773], [-3.73748, -1.43131, -2.65277], [0.47968, -0.08831, 2.67098], [-1.21128, -0.63025, 2.67467], [0.03162, 2.15680, 2.09349], [-2.74880, 1.10024, 1.22212], [-2.43065, 2.89314, 1.41295], [-1.43348, 1.92726, 0.23171]], "lowdin_charge": [0.06, 0.17, -0.38, -0.02, -0.04, 0.02, -0.07, -0.52, 0.12, 0.21, 0.24, -0.21, 0.07, 0.10, -0.37, 0.24, 0.20, -0.51, 0.20, 0.14, 0.04, -0.04, -0.33, -0.01, 0.01, 0.09, 0.09, 0.09, 0.15, 0.13, 0.13, 0.14, 0.17, 0.14, 0.14, 0.13, 0.08, 0.10, 0.08]}


{"formula": "C4H12O2S", "method": "the ωB97M-V functional and the def2-TZVPD basis", "orbital_gap_ev": 9.602, "smiles": "OCCCCS.O", "e_lumo_ev": 0.75, "symbols": ["O", "C", "C", "C", "C", "S", "H", "H", "H", "H", "H", "H", "H", "H", "H", "H", "O", "H", "H"], "positions_angstrom": [[-0.83568, -1.02066, 1.95491], [-0.74919, -2.07796, 1.00743], [-0.21796, -1.57180, -0.34793], [0.44861, -0.19188, -0.28913], [1.05592, 0.17655, -1.63028], [1.29231, 1.97394, -1.91336], [-0.49756, -1.32180, 2.80309], [-1.74312, -2.51033, 0.87237], [-0.09341, -2.87333, 1.37005], [0.41809, -2.34092, -0.80389], [-1.06279, -1.47680, -1.03270], [-0.30668, 0.53276, -0.01869], [1.22812, -0.12380, 0.47162], [0.49474, -0.18998, -2.49349], [2.05379, -0.22963, -1.77298], [0.00969, 2.30047, -1.72538], [-0.69847, 3.31617, 1.19882], [-0.21011, 3.74049, 1.91251], [-0.58630, 3.88852, 0.43702]], "lowdin_charge": [-0.07, -0.25, -0.19, -0.28, -0.58, 0.67, 0.09, 0.11, 0.11, 0.11, 0.11, 0.09, 0.12, 0.06, 0.06, -0.16, -0.06, 0.04, 0.02]}


{"formula": "C4H8O2", "method": "the ωB97M-V functional and the def2-TZVPD basis", "orbital_gap_ev": 10.599, "smiles": "C[C@@H](O)CC=O", "e_lumo_ev": 0.73, "symbols": ["C", "C", "O", "C", "C", "O", "H", "H", "H", "H", "H", "H", "H", "H"], "positions_angstrom": [[-1.15007, -0.46492, -0.91951], [-0.41767, 0.53608, -0.03594], [-1.37706, 1.11194, 0.83954], [0.70323, -0.04394, 0.84409], [1.90263, -0.50870, 0.06674], [1.86662, -1.40414, -0.74415], [-2.02000, 0.04663, -1.34456], [-0.51112, -0.82641, -1.72866], [-1.51796, -1.32920, -0.35536], [0.02134, 1.30155, -0.69561], [-1.23147, 2.06159, 0.88053], [0.28810, -0.88690, 1.40721], [1.01588, 0.71930, 1.56558], [2.84838, 0.04059, 0.26676]], "lowdin_charge": [-0.04, -0.45, -0.04, -0.12, -0.26, 0.05, 0.08, 0.08, 0.09, 0.15, 0.09, 0.13, 0.11, 0.12]}


For reference, total energy by record: -2316.828840; -9514.496664; -2862.035921; -1343.726580; -708.243849; -307.668319 Eh.